C17H23IN4O6Pd | ωB97M-V/def2-TZVPD

As for the maximum force: 4.98 eV Å⁻¹. The gap between HOMO and LUMO (spin up / spin down) comes out at 2.31 / 2.15 eV. The value obtained for the highest occupied orbital energy (spin up / spin down) is -0.51392 / -0.51073 hartree.

The geometry in ORCA input format:
```
! wB97M-V def2-TZVPD RIJCOSX def2/J DEFGRID3
* xyz 2 1
H 0.471 -4.186 -3.353
C -4.101 1.331 0.002
H 1.400 -6.191 0.628
H 4.498 0.830 -1.099
H 2.085 -4.302 -2.646
N -2.776 1.220 0.027
H -0.545 -5.805 2.068
N -0.456 -4.165 0.812
C 2.866 -0.009 1.433
O 0.327 -2.399 -0.401
H -1.650 -5.873 0.693
O 0.780 1.698 3.889
C 1.080 -3.906 -2.491
H 2.139 1.570 -1.194
I -6.622 -0.538 0.037
H -0.994 -2.279 1.614
O 2.195 -0.004 0.173
H 2.696 -0.948 1.960
N 0.508 -4.456 -1.291
H -0.573 -6.188 -1.717
C 0.126 -3.634 -0.286
H 0.196 -7.431 0.262
N -2.387 -0.065 0.063
O 0.352 3.784 1.187
C -0.634 -5.593 1.000
C 2.340 1.258 2.123
H -4.615 2.273 -0.024
C 2.575 1.318 -0.226
O -0.152 1.852 0.204
H -2.061 1.956 0.032
H 1.182 -6.334 -1.814
H -0.198 -3.402 2.746
C 4.112 1.241 -0.166
C 0.368 -5.893 -1.235
C -0.902 -3.338 1.910
H 4.901 0.720 1.830
H 2.683 3.134 1.056
C 4.322 0.283 1.021
H 4.813 -0.638 0.708
H -1.871 -3.703 2.255
C 0.408 -6.366 0.208
H 1.130 -2.823 -2.415
Pd -0.114 -0.381 0.388
H 3.000 1.656 2.891
C -3.487 -0.804 0.066
O 0.253 0.037 2.494
C 0.938 0.977 2.953
H -3.460 -1.878 0.089
C -4.614 0.034 0.025
C 2.138 2.196 0.957
C 0.590 2.688 0.778
H 4.567 2.217 -0.012
*
```

Here are the Mulliken charges for atoms 1 to 5, given in e:
1. H 0.348
2. C -0.004
3. H 0.304
4. H 0.367
5. H 0.362

***

C19H31BeN7O10S2 | ωB97M-V/def2-TZVPD

As for the maximum force: 0.23 eV Å⁻¹. The gap between HOMO and LUMO comes out at 8.19 eV. The value obtained for the highest occupied orbital energy is -0.30877 hartree.

The geometry in ORCA input format:
```
! wB97M-V def2-TZVPD RIJCOSX def2/J DEFGRID3
* xyz 0 1
C -3.838 -4.535 -1.074
C 2.473 1.397 3.891
H -1.368 4.629 2.610
N -1.934 2.126 1.955
S -0.636 -1.067 2.090
H 2.381 5.805 0.086
O -2.709 1.536 -4.702
C -0.124 -0.989 -2.165
H -4.577 -5.230 -0.678
H 2.640 -1.341 4.413
N -0.355 2.373 0.295
C -0.824 4.225 1.772
C 3.619 0.591 4.489
H 2.798 -1.471 0.897
C -1.817 -3.299 -3.306
H 0.025 -2.796 -4.307
O 1.090 2.760 -1.418
C -4.387 -3.866 -2.326
O -1.835 -0.115 -5.786
C 0.535 3.158 -0.417
H 0.351 5.962 1.406
C -0.937 -2.333 -4.095
H -4.513 -4.547 -3.169
H 3.306 1.525 1.886
Be -0.022 0.588 0.037
H 0.209 -2.412 -0.619
C -1.145 0.896 -2.477
N -2.035 0.531 -4.771
H 1.261 5.997 -1.288
H 1.529 1.080 4.339
C 0.105 4.947 1.122
H 4.634 -0.467 2.298
N -0.367 0.188 -1.613
C 2.346 1.319 2.372
O -3.918 -2.000 -4.122
H -5.348 -3.380 -2.143
O 0.576 -0.233 2.640
H 4.573 1.013 4.153
H -2.342 2.460 2.810
H 4.370 -1.401 4.707
C -1.366 0.131 -3.571
N 2.653 -1.114 1.828
H 2.382 4.628 -1.247
C 1.809 0.025 1.747
O -0.196 -2.348 1.615
H 0.861 -2.885 -2.221
H 1.647 -1.631 -1.247
H -2.033 -4.172 -3.924
O -1.123 -0.213 0.922
H -1.359 -3.622 -2.372
H -1.976 1.131 1.738
H 2.609 2.448 4.163
O -3.146 -1.640 -1.780
H -1.466 1.904 -2.287
H 4.248 -2.165 2.538
C 0.688 -2.059 -1.536
O -1.622 -1.033 3.128
H 3.602 0.706 5.577
H -3.611 -3.796 -0.306
H -1.406 -2.084 -5.040
C 3.848 -1.156 2.649
C -1.040 2.880 1.328
N 0.791 4.449 0.067
C 1.764 5.279 -0.639
N -0.708 -1.074 -3.381
H 1.657 2.098 2.039
O 1.419 0.209 0.470
H -2.932 -5.105 -1.285
S -3.376 -2.524 -2.893
C 3.595 -0.890 4.130
*
```

Here are the Mulliken charges for atoms 1 to 5, given in e:
1. C -1.093
2. C -0.814
3. H 0.421
4. N -0.220
5. S 1.379

***

C28H44BrN4O5P2SiV | ωB97M-V/def2-TZVPD

As for the maximum force: 2.05 eV Å⁻¹. The gap between HOMO and LUMO (spin up / spin down) comes out at 5.75 / 6.07 eV. The value obtained for the highest occupied orbital energy (spin up / spin down) is -0.13059 / -0.13055 hartree. The expectation value of S² is 0.779.

The geometry in ORCA input format:
```
! wB97M-V def2-TZVPD RIJCOSX def2/J DEFGRID3
* xyz -1 2
H 4.664 2.006 -0.121
C -1.637 -4.749 0.458
N -2.585 0.549 2.741
C -2.679 4.860 1.523
C -2.739 4.073 -1.113
H -2.857 -2.379 0.727
H 1.466 2.684 -1.972
H -0.075 -1.876 -2.324
C 3.229 -0.141 1.602
H -3.973 5.795 -1.445
H 3.495 -0.772 -2.334
H -3.061 0.355 0.708
H -2.757 3.742 -2.144
H -3.905 1.335 4.152
C -3.415 5.216 -0.719
H 1.622 -0.313 4.415
H 3.377 -3.632 0.512
H 3.227 0.727 2.263
H -2.207 -4.654 1.390
O -0.014 2.112 -0.444
H -1.904 -1.536 -0.497
C 0.201 -1.352 -4.375
P 0.240 -2.913 0.670
N 1.327 -4.066 0.077
H -1.442 3.121 1.874
H 2.864 -5.307 0.771
H -3.905 6.516 0.930
C 3.652 2.019 -0.531
C -3.229 0.478 4.030
H 1.310 1.655 -6.797
H 0.580 -0.601 -6.337
P -1.054 -0.314 2.391
H -0.115 -2.331 -4.719
C 1.491 -4.201 -1.360
H 0.624 0.796 5.381
C -3.390 5.622 0.608
H -2.271 -5.232 -0.292
H 1.931 -5.178 -1.581
C -3.556 0.434 1.673
V 0.370 0.253 -0.443
H -2.485 0.514 4.822
H -2.966 -2.867 -0.979
H 2.131 -3.428 -1.799
H 2.487 -0.848 1.982
C 2.548 -4.261 0.845
H -3.841 -0.435 4.148
H 3.724 2.191 -1.606
H 0.925 1.141 3.662
H -4.205 1.319 1.648
C 0.228 -1.081 -2.992
H 4.876 -0.536 -1.251
H 0.202 -2.214 4.794
C 0.574 -0.398 -5.272
H -0.771 -5.380 0.650
C 0.622 0.133 -2.471
C -2.286 -2.508 -0.199
O -0.163 0.736 1.673
H 2.074 4.388 -3.595
C -0.692 -1.576 4.756
H 3.740 -1.854 -0.968
H 4.214 -0.614 1.651
C 1.001 1.151 -3.415
O 0.496 -1.545 -0.030
H 1.999 3.894 -6.031
N -0.455 -0.367 4.008
C 1.768 3.407 -3.936
H -4.208 -0.450 1.799
C -2.022 3.337 -0.180
Br -2.670 5.409 3.346
C 3.822 -0.822 -1.292
H 3.113 2.861 -0.090
H 0.513 -4.148 -1.836
O -1.897 1.147 -1.096
H -1.485 -2.152 4.275
C 1.346 1.887 -5.738
Si 2.804 0.347 -0.186
C -1.290 2.102 -0.604
H -0.994 -1.345 5.787
O 0.289 -2.977 2.143
C 0.742 0.348 4.384
C 1.727 3.127 -5.316
N -1.191 -3.460 -0.045
H 2.339 -4.028 1.887
C 1.424 2.449 -3.023
C -1.985 3.725 1.155
C 0.975 0.880 -4.814
*
```

Here are the Mulliken charges for atoms 1 to 5, given in e:
1. H 0.424
2. C -1.127
3. N 0.649
4. C -0.205
5. C -0.252

***

- The highest maximum force belongs to which entry?
  C17H23IN4O6Pd

***

- What is the formula in the first record?
  C17H23IN4O6Pd

***

Repeat the first record exactly.
C17H23IN4O6Pd | ωB97M-V/def2-TZVPD

As for the maximum force: 4.98 eV Å⁻¹. The gap between HOMO and LUMO (spin up / spin down) comes out at 2.31 / 2.15 eV. The value obtained for the highest occupied orbital energy (spin up / spin down) is -0.51392 / -0.51073 hartree.

The geometry in ORCA input format:
```
! wB97M-V def2-TZVPD RIJCOSX def2/J DEFGRID3
* xyz 2 1
H 0.471 -4.186 -3.353
C -4.101 1.331 0.002
H 1.400 -6.191 0.628
H 4.498 0.830 -1.099
H 2.085 -4.302 -2.646
N -2.776 1.220 0.027
H -0.545 -5.805 2.068
N -0.456 -4.165 0.812
C 2.866 -0.009 1.433
O 0.327 -2.399 -0.401
H -1.650 -5.873 0.693
O 0.780 1.698 3.889
C 1.080 -3.906 -2.491
H 2.139 1.570 -1.194
I -6.622 -0.538 0.037
H -0.994 -2.279 1.614
O 2.195 -0.004 0.173
H 2.696 -0.948 1.960
N 0.508 -4.456 -1.291
H -0.573 -6.188 -1.717
C 0.126 -3.634 -0.286
H 0.196 -7.431 0.262
N -2.387 -0.065 0.063
O 0.352 3.784 1.187
C -0.634 -5.593 1.000
C 2.340 1.258 2.123
H -4.615 2.273 -0.024
C 2.575 1.318 -0.226
O -0.152 1.852 0.204
H -2.061 1.956 0.032
H 1.182 -6.334 -1.814
H -0.198 -3.402 2.746
C 4.112 1.241 -0.166
C 0.368 -5.893 -1.235
C -0.902 -3.338 1.910
H 4.901 0.720 1.830
H 2.683 3.134 1.056
C 4.322 0.283 1.021
H 4.813 -0.638 0.708
H -1.871 -3.703 2.255
C 0.408 -6.366 0.208
H 1.130 -2.823 -2.415
Pd -0.114 -0.381 0.388
H 3.000 1.656 2.891
C -3.487 -0.804 0.066
O 0.253 0.037 2.494
C 0.938 0.977 2.953
H -3.460 -1.878 0.089
C -4.614 0.034 0.025
C 2.138 2.196 0.957
C 0.590 2.688 0.778
H 4.567 2.217 -0.012
*
```

Here are the Mulliken charges for atoms 1 to 5, given in e:
1. H 0.348
2. C -0.004
3. H 0.304
4. H 0.367
5. H 0.362